Entry 1:
Formula: C42H48BN6NiSb2
Source: OMol25
Level of theory: ωB97M-V with the def2-TZVPD basis set

Last column: Mulliken charge in e.
Positions of all 100 atoms, in Å:
Ni (-0.46135, 0.50754, -0.40115)  0.15
C (-0.50254, 4.16494, -0.80097)  -1.25
C (-1.62495, 3.38714, -0.20232)  0.63
C (-2.85220, 3.88503, 0.24180)  -1.48
C (-3.64021, 2.77685, 0.47566)  0.77
C (-5.06399, 2.70938, 0.90953)  -1.50
N (-2.91314, 1.67986, 0.19556)  0.81
N (-1.66106, 2.05696, -0.19797)  0.71
B (-3.41283, 0.23109, -0.07053)  -1.00
N (-2.97386, -0.13481, -1.51331)  1.02
N (-1.68755, 0.07015, -1.90285)  0.20
C (-1.63434, -0.10750, -3.22042)  0.36
C (-0.38466, 0.11843, -3.99950)  -0.60
C (-2.90115, -0.44829, -3.69602)  -1.47
C (-3.72279, -0.45452, -2.58636)  0.83
C (-5.18572, -0.72212, -2.48918)  -1.46
N (-2.79003, -0.73902, 0.93425)  0.22
N (-1.44458, -0.68816, 1.11703)  1.13
C (-1.16326, -1.52327, 2.11624)  0.57
C (0.20832, -1.66047, 2.67554)  -0.48
C (-2.33509, -2.14467, 2.56199)  -1.89
C (-3.34959, -1.61315, 1.78936)  1.05
C (-4.81659, -1.87294, 1.82140)  -1.43
H (-0.85855, 4.65267, -1.70977)  0.44
H (0.33009, 3.51926, -1.08506)  0.06
H (-0.13045, 4.93525, -0.12612)  0.31
H (-3.14107, 4.91678, 0.33224)  0.56
H (-5.41552, 3.70741, 1.16047)  0.40
H (-5.18390, 2.07286, 1.78568)  0.27
H (-5.70153, 2.31123, 0.12079)  0.23
H (-4.60389, 0.19058, 0.00503)  -0.08
H (0.34015, 0.67763, -3.40642)  -0.29
H (-0.60334, 0.70438, -4.89144)  0.50
H (0.06771, -0.82140, -4.32233)  0.18
H (-3.18473, -0.64600, -4.71402)  0.56
H (-5.56474, -1.04377, -3.45716)  0.44
H (-5.73209, 0.16998, -2.18554)  0.25
H (-5.40094, -1.50287, -1.76058)  0.20
H (0.94453, -1.21391, 2.01057)  -0.67
H (0.48240, -2.70701, 2.81233)  0.37
H (0.27563, -1.16722, 3.64760)  0.46
H (-2.43133, -2.86497, 3.35312)  0.55
H (-5.03373, -2.65751, 2.54329)  0.39
H (-5.18770, -2.19349, 0.84877)  0.23
H (-5.37398, -0.98221, 2.10787)  0.23
C (2.74079, 1.79358, -1.34037)  -1.24
C (3.51260, 0.52670, -1.76702)  -0.52
C (2.71329, -0.64321, -2.36568)  -1.04
Sb (1.08930, -1.37663, -1.17925)  -0.14
C (2.09565, -2.73892, 0.07957)  1.06
C (1.49566, -3.96627, 0.35116)  -0.69
C (2.11532, -4.86855, 1.20360)  -0.66
C (3.33524, -4.55345, 1.78461)  -0.70
C (3.94273, -3.33876, 1.50543)  -0.69
C (3.32607, -2.43302, 0.65275)  -0.23
C (0.03378, -2.75355, -2.35529)  0.96
C (-1.27466, -3.04328, -1.97748)  -0.12
C (-1.99867, -3.99668, -2.67934)  -0.78
C (-1.42409, -4.64750, -3.76095)  -0.79
C (-0.12091, -4.35855, -4.13952)  -0.69
C (0.61369, -3.41730, -3.43139)  -0.68
Sb (1.68567, 1.54052, 0.51617)  -0.81
C (3.32092, 0.91710, 1.72177)  1.15
C (4.61219, 1.28298, 1.34660)  -0.28
C (5.69316, 0.99383, 2.16746)  -0.72
C (5.49101, 0.34976, 3.37876)  -0.69
C (4.20665, 0.01031, 3.77252)  -0.64
C (3.12556, 0.29433, 2.95005)  -0.54
C (1.46398, 3.39495, 1.48857)  1.15
C (2.42666, 4.39855, 1.43961)  -0.72
C (2.23221, 5.57769, 2.14182)  -0.74
C (1.08553, 5.75024, 2.90695)  -0.59
C (0.13417, 4.74429, 2.97231)  -0.72
C (0.32061, 3.56536, 2.26144)  -0.40
H (1.99010, 2.06630, -2.08652)  0.56
H (3.42482, 2.63942, -1.26021)  0.68
H (4.10959, 0.15717, -0.93365)  0.08
H (4.24258, 0.82786, -2.52485)  0.54
H (3.38250, -1.49066, -2.52065)  0.68
H (2.29592, -0.37216, -3.33504)  0.60
H (0.54640, -4.22890, -0.10069)  0.37
H (1.64681, -5.82210, 1.40755)  0.42
H (3.81763, -5.25940, 2.44627)  0.41
H (4.89772, -3.09134, 1.94886)  0.47
H (3.81531, -1.48839, 0.45722)  0.22
H (-1.73723, -2.52281, -1.14558)  0.32
H (-3.01362, -4.22595, -2.38428)  0.49
H (-1.99271, -5.38411, -4.31249)  0.41
H (0.32691, -4.87134, -4.97947)  0.44
H (1.63604, -3.21083, -3.72489)  0.44
H (4.79503, 1.79909, 0.41287)  0.26
H (6.69102, 1.27822, 1.86241)  0.45
H (6.33243, 0.12843, 4.02074)  0.43
H (4.04201, -0.47736, 4.72379)  0.47
H (2.13458, 0.03117, 3.28564)  0.33
H (3.33045, 4.27273, 0.85519)  0.31
H (2.97579, 6.36234, 2.09496)  0.44
H (0.93644, 6.67082, 3.45418)  0.41
H (-0.75751, 4.87745, 3.56997)  0.46
H (-0.44296, 2.79375, 2.29667)  0.36

Its energy above the lowest of the compared OMol25 structures with the same formula, charge and spin is 16.4 kJ/mol. The frontier orbital gap (spin up / spin down) is 8.1 / 8.1 eV. The total charge is +1. As for the HOMO energy (spin up / spin down): -10.89 / -10.89 eV.

---

Entry 2:
Formula: C3H4NP
Source: OMol25
Level of theory: ωB97M-V with the def2-TZVPD basis set

Last column: Mulliken charge in e.
Positions of all 9 atoms, in Å:
C (0.55697, -0.90130, -0.19147)  -0.32
C (-0.76353, -0.79039, -0.34400)  -0.18
C (0.58880, 1.18578, 0.36692)  -0.08
N (1.31413, 0.14106, 0.21475)  -0.42
P (-1.15828, 0.96616, -0.13817)  -0.09
H (1.55126, -2.17901, -1.04912)  0.20
H (-1.44916, -1.53333, -0.70443)  0.40
H (1.02563, 2.12069, 0.68320)  0.42
H (-1.66582, 0.99035, 1.16232)  0.07

Its energy above the lowest of the compared OMol25 structures with the same formula, charge and spin is 322.2 kJ/mol. The frontier orbital gap is 9.6 eV. As for the HOMO energy: -9.55 eV.

---

Entry 3:
Formula: C29H33IN5O6S2Sn
Source: OMol25
Level of theory: ωB97M-V with the def2-TZVPD basis set

Last column: Mulliken charge in e.
Positions of all 77 atoms, in Å:
Sn (0.04560, -0.19790, -0.05890)  1.56
C (3.51870, 0.35800, -4.91100)  -0.83
S (3.90050, -0.83910, -3.60020)  -0.10
C (2.58970, -0.28430, -2.48070)  0.35
S (1.05830, -0.92330, -2.73810)  -0.39
N (2.98980, 0.65920, -1.70180)  -1.75
N (2.17790, 1.13710, -0.76650)  1.64
C (2.21470, 2.39000, -0.49930)  -1.44
C (1.31790, 2.96190, 0.47220)  1.44
C (1.25640, 4.34460, 0.67360)  -0.80
C (0.34330, 4.85390, 1.57540)  -0.51
C (-0.49540, 3.97640, 2.24640)  -0.84
C (-0.37800, 2.62310, 1.96880)  -0.93
N (0.49840, 2.13440, 1.12130)  0.79
H (4.09880, 0.08420, -5.78430)  0.34
H (3.79300, 1.35030, -4.56610)  0.24
H (2.45390, 0.30500, -5.11660)  0.22
H (2.85970, 3.06480, -1.06540)  0.29
H (1.90020, 5.00500, 0.11130)  0.45
H (0.27040, 5.92020, 1.74620)  0.39
H (-1.22550, 4.33160, 2.95630)  0.46
H (-1.02680, 1.89300, 2.43540)  0.55
O (-4.15150, -2.71860, 0.17890)  -0.51
C (-3.18640, -1.86190, -0.19470)  -0.03
O (-2.05370, -2.23770, -0.37380)  -0.44
C (-3.64120, -0.46580, -0.37360)  0.47
C (-4.97070, -0.05720, -0.31030)  -0.52
C (-5.24350, 1.29250, -0.50300)  -0.43
C (-4.19630, 2.15720, -0.76780)  -0.62
C (-2.89550, 1.65520, -0.81170)  0.41
N (-2.64190, 0.37890, -0.60860)  0.10
C (-1.67680, 2.57140, -1.09860)  -0.01
O (-1.88690, 3.78170, -1.08090)  -0.78
O (-0.61040, 1.96400, -1.31500)  -0.57
H (-3.75880, -3.60130, 0.29000)  0.39
H (-5.75780, -0.76840, -0.10950)  0.52
H (-6.26000, 1.66270, -0.44810)  0.42
H (-4.34090, 3.21370, -0.93760)  0.53
N (3.76600, -3.25110, -0.54340)  -0.35
C (2.45260, -3.29300, -0.28960)  0.60
O (1.76640, -2.30330, -0.15610)  -0.31
C (1.75870, -4.62970, -0.12850)  -0.92
I (2.98300, -6.38100, -0.04330)  -0.02
H (4.16630, -2.35130, -0.76710)  0.20
H (4.28170, -4.08290, -0.78290)  0.07
H (1.07340, -4.76220, -0.96520)  0.41
H (1.18470, -4.60660, 0.79530)  0.31
C (-2.83560, -2.85870, 3.33160)  -1.54
C (-2.29510, -1.42940, 3.38930)  2.21
C (-3.34100, -0.48060, 3.97380)  -1.74
C (-1.00540, -1.37130, 4.17250)  0.27
C (-1.00350, -1.69510, 5.51630)  -0.19
C (0.15890, -1.66000, 6.26310)  -1.52
C (1.33300, -1.29020, 5.63300)  -0.71
C (1.37840, -0.95650, 4.29290)  0.71
C (2.73110, -0.60100, 3.71940)  0.48
C (2.73130, 0.76750, 3.04970)  -1.19
C (3.18540, -1.68370, 2.74400)  -1.18
C (0.19280, -0.98910, 3.50610)  -0.66
O (0.17830, -0.69730, 2.24160)  -0.05
H (-3.77470, -2.89340, 2.78060)  0.38
H (-3.01590, -3.24210, 4.33360)  0.38
H (-2.11010, -3.50870, 2.84750)  0.29
H (-2.06680, -1.10490, 2.36720)  -0.98
H (-3.62100, -0.78720, 4.97930)  0.36
H (-4.23940, -0.46800, 3.35750)  0.45
H (-2.94330, 0.53000, 4.03060)  0.35
H (-1.92720, -1.99200, 6.00040)  0.30
H (0.15530, -1.91730, 7.31370)  0.34
H (2.25640, -1.26410, 6.20280)  0.34
H (3.44510, -0.57040, 4.55490)  0.64
H (2.10790, 0.72970, 2.16300)  -0.28
H (3.74200, 1.05470, 2.76430)  0.53
H (2.32780, 1.51880, 3.72650)  0.40
H (2.45890, -1.74580, 1.94230)  -0.35
H (3.24770, -2.64720, 3.25070)  0.48
H (4.16090, -1.44290, 2.32330)  0.46

Its energy above the lowest of the compared OMol25 structures with the same formula, charge and spin is 164.3 kJ/mol. The frontier orbital gap is 6.2 eV. The total charge is -1. As for the HOMO energy: -4.28 eV.

---

Entry 4:
Formula: C3H8I2N2
Source: OMol25
Level of theory: ωB97M-V with the def2-TZVPD basis set

Last column: Mulliken charge in e.
Positions of all 15 atoms, in Å:
C (-0.06836, -0.46558, 2.26418)  -1.36
C (0.33147, 0.25009, 0.94267)  -0.21
C (-0.56266, -0.27358, -0.29042)  -0.36
N (-0.51304, 0.58760, -1.39030)  -0.27
N (0.93015, 0.13483, -2.42694)  -0.59
I (0.37553, -0.52313, -4.25156)  0.17
I (2.05889, 1.82427, -2.43028)  0.18
H (0.54699, -0.15746, 3.05508)  0.40
H (-1.02941, -0.06533, 2.55168)  0.36
H (-0.02796, -1.55431, 2.32786)  0.36
H (1.37126, -0.00029, 0.83031)  0.30
H (0.08089, 1.32997, 1.25631)  0.18
H (-0.58815, -1.42393, -0.43561)  0.26
H (-1.64782, -0.05123, 0.03254)  0.30
H (-1.25778, 0.38809, -2.03553)  0.27

Its energy above the lowest of the compared OMol25 structures with the same formula, charge and spin is 111.1 kJ/mol. The frontier orbital gap is 7.8 eV. As for the HOMO energy: -8.69 eV.

---

Entry 5:
Formula: C3H5BrS
Source: OMol25
Level of theory: ωB97M-V with the def2-TZVPD basis set

Last column: Mulliken charge in e.
Positions of all 10 atoms, in Å:
C (-1.61822, -0.66407, -1.24239)  -0.76
C (-0.95212, 0.07803, -0.27523)  0.28
Br (-1.55283, 0.10875, 1.58085)  -0.16
S (0.46002, 0.96451, -0.58401)  -0.07
C (1.60212, 0.50277, 0.74706)  -0.89
H (-2.53829, -1.10343, -1.10254)  0.31
H (-1.13728, -0.71688, -2.11618)  0.31
H (1.85487, 1.15397, 1.55549)  0.35
H (2.54452, 0.16632, 0.25796)  0.31
H (1.33720, -0.48997, 1.17899)  0.31

Its energy above the lowest of the compared OMol25 structures with the same formula, charge and spin is 87.1 kJ/mol. The frontier orbital gap is 9.4 eV. As for the HOMO energy: -8.74 eV. Its structure (SMILES) is C=C(Br)SC.

---

Entry 6:
Formula: CH3NO4S2
Source: OMol25
Level of theory: ωB97M-V with the def2-TZVPD basis set

Last column: Mulliken charge in e.
Positions of all 11 atoms, in Å:
C (2.09435, 1.56280, -1.06360)  -0.36
N (-1.51703, -0.30275, 0.47844)  -0.48
O (1.12301, 0.35159, -1.07990)  -0.33
O (1.81631, -0.12984, 1.31720)  -0.54
O (0.35070, 1.54615, 0.90675)  -0.30
O (-2.25444, 1.96417, 0.45300)  -0.51
S (1.57631, 0.88730, 0.36035)  0.96
S (-1.14663, 1.20162, -0.08440)  0.78
H (3.10386, 1.03390, -1.46007)  0.19
H (-0.90161, -1.16895, 0.54585)  0.30
H (-2.01157, -0.45924, 1.36088)  0.29

Its energy above the lowest of the compared OMol25 structures with the same formula, charge and spin is 313.2 kJ/mol. The frontier orbital gap is 8.6 eV. As for the HOMO energy: -9.02 eV.